*1*
{"formula": "C7H16O2", "method": "ωB97M-V with the def2-TZVPD basis set", "gap_ev": [7.472, 7.473], "elements": ["C", "C", "C", "C", "O", "H", "H", "H", "H", "H", "H", "H", "H", "C", "C", "C", "O", "H", "H", "H", "H", "H", "H", "H", "H"], "xyz": [[1.88431, -0.26530, -0.05298], [1.45810, -1.34088, -1.04802], [0.73902, 0.29017, 0.78411], [0.94942, 1.46779, 1.46805], [2.81387, -0.79647, 0.89221], [3.55076, -1.18765, 0.40922], [2.35223, 0.56687, -0.60013], [0.22909, -0.52814, 1.31270], [0.72642, -0.94953, -1.74973], [2.32485, -1.69666, -1.60948], [1.01775, -2.18473, -0.51781], [0.18404, 1.87653, 2.10960], [1.86115, 2.03260, 1.35154], [-1.92920, -0.72986, -0.22869], [-0.59713, 1.57980, -1.30553], [-2.66753, -0.56890, 1.06548], [-0.68849, 0.57231, -0.30696], [-1.39189, -1.66735, -0.35097], [-2.49778, -0.47333, -1.11944], [-1.56336, 1.67177, -1.80688], [0.17333, 1.34951, -2.05026], [-0.35202, 2.53402, -0.84057], [-2.10650, -1.00895, 1.88974], [-3.65850, -1.03263, 1.01593], [-2.81194, 0.48903, 1.28886]], "mulliken_charge": [0.35, -1.33, 0.25, -1.22, -0.53, 0.34, 0.26, 0.09, 0.23, 0.45, 0.27, 0.33, 0.27, -0.17, -0.84, -1.05, -0.19, 0.22, 0.34, 0.30, 0.32, 0.32, 0.31, 0.39, 0.27]}


*2*
{"formula": "C7H16O2", "method": "ωB97M-V with the def2-TZVPD basis set", "gap_ev": 11.212, "elements": ["C", "C", "C", "C", "C", "C", "C", "H", "H", "H", "H", "H", "H", "H", "H", "H", "H", "H", "H", "H", "H", "H", "H", "O", "O"], "xyz": [[1.63024, -0.86852, 1.51880], [0.88316, 0.39026, 1.20263], [0.83933, -1.51382, 2.66244], [2.97436, -0.44150, 2.11479], [1.80693, -1.84176, 0.39433], [-2.90935, 1.95882, -3.22251], [-4.01368, 1.77081, -4.15789], [-0.47016, 0.21028, 1.40592], [1.51370, 1.16616, 2.07171], [1.18601, 0.82393, 0.10712], [1.32248, -2.50932, 2.68013], [0.83029, -1.09259, 3.72548], [-0.15976, -2.04829, 2.49823], [3.32696, -1.46754, 2.64948], [2.82588, 0.50484, 2.69144], [3.67586, -0.33155, 1.14972], [3.00983, -1.74271, -0.10753], [1.53378, -3.00348, 0.94125], [0.75066, -1.36974, -0.46231], [-2.57275, 2.47334, -1.66765], [-3.66279, 1.44186, -5.15087], [-4.34603, 0.88838, -3.50807], [-4.74074, 2.62108, -4.23903], [-1.80235, 1.57869, -3.22310], [-3.43186, 2.40239, -2.07451]], "mulliken_charge": [1.41, -1.16, -1.71, -1.26, -0.68, 0.67, -0.77, 0.25, 0.17, 0.33, 0.43, 0.30, 0.39, 0.28, 0.39, 0.24, 0.20, 0.21, 0.20, 0.31, 0.29, 0.21, 0.28, -0.54, -0.44]}


The structure with the most favorable energy is *1*; the runner-up is 0.0558 hartree above it.